Below is a 2-piece molecular cluster, CH3OS overall in a non-equilibrium geometry, with properties calculated with ωB97M-V/def2-TZVPD.

ORCA input file:
```
! RIJCOSX wB97M-V def2-TZVPD def2/J DEFGRID3
* xyz -1 1
S 2.353 -0.078 -0.283
O -2.251 1.089 0.591
C -1.340 0.303 0.220
H -1.443 -0.824 0.313
H 3.040 -1.106 -0.665
H -0.360 0.617 -0.175
*
```

LUMO level, eV: 4.09
Electronic energy, a.u.: -513.33081
Strongest force on any atom, hartree/bohr: 0.075
Highest occupied orbital energy, eV: -2.732

Mulliken population analysis, charges in e, atoms 1 to 2: S -0.86; O -0.50

---

Below is C35H33BrGeN5ORhS as an isolated structure in a non-equilibrium geometry, with properties calculated with ωB97M-V/def2-TZVPD.

ORCA input file:
```
! RIJCOSX wB97M-V def2-TZVPD def2/J DEFGRID3
* xyz 1 2
Rh -0.695 -0.571 -0.365
Br -0.652 -0.931 -2.717
Ge 1.586 0.415 -0.009
S -1.185 -0.237 2.148
O 0.332 -2.251 0.079
N -2.167 -1.866 0.005
N -1.250 2.479 1.709
N -1.803 -3.128 0.314
N -2.315 1.844 3.465
N -2.267 0.693 -0.645
C 1.571 4.123 -2.184
C -3.451 2.590 -1.450
C 1.517 1.834 -3.009
C -0.477 -3.222 0.341
C 2.831 -1.626 -1.788
C 1.661 5.041 -1.106
C 2.100 -5.795 1.215
C 1.404 2.294 -4.289
C -2.869 0.988 4.506
C 4.287 -0.469 -0.266
C 1.303 -6.899 1.492
C 1.587 2.732 -1.916
C -4.639 0.686 -0.621
C 1.460 4.573 -3.523
C -4.565 -2.228 0.239
C -2.437 3.225 3.384
C 3.014 -0.644 -0.816
C 1.758 3.216 0.456
C -3.356 -1.396 -0.025
C 5.146 -2.260 -1.620
C 3.891 -2.429 -2.188
C -0.078 -6.818 1.357
C -0.667 -5.627 0.972
C 5.342 -1.281 -0.658
C -1.770 3.624 2.287
C -4.649 1.972 -1.151
C 1.517 -4.604 0.814
C 1.371 3.681 -4.551
C 1.679 2.285 -0.557
C 1.982 0.318 1.897
C 1.760 4.604 0.181
C -1.591 1.391 2.426
C 0.130 -4.515 0.708
C -3.435 0.041 -0.421
C -2.274 1.915 -1.168
H -5.197 -1.770 1.003
H 1.282 4.033 -5.571
H 1.438 5.639 -3.714
H -2.980 3.793 4.119
H -3.415 3.567 -1.910
H -4.253 -3.213 0.571
H 3.024 0.591 2.064
H 4.469 0.309 0.467
H -5.159 -2.333 -0.672
H 3.175 -5.865 1.313
H 1.339 0.955 2.500
H 5.973 -2.882 -1.937
H -1.740 -5.546 0.869
H 1.565 0.771 -2.825
H -1.613 4.605 1.876
H 6.318 -1.148 -0.208
H -3.675 0.377 4.103
H -0.685 2.433 0.874
H 1.861 -1.773 -2.241
H 1.836 2.893 1.488
H -0.693 -7.685 1.557
H 1.652 6.103 -1.324
H 1.341 1.590 -5.109
H -5.587 2.473 -1.351
H 1.826 -0.710 2.222
H 1.761 -7.828 1.806
H -1.301 2.354 -1.365
H 3.735 -3.190 -2.942
H -5.559 0.168 -0.391
H -2.094 0.329 4.890
H -3.248 1.616 5.308
H 1.840 5.311 0.997
H 2.123 -3.738 0.582
*
```

LUMO level (spin up / spin down), eV: -3.55 / -5.04
Electronic energy, a.u.: -6862.08231
Strongest force on any atom, hartree/bohr: 0.032
Highest occupied orbital energy (spin up / spin down), eV: -10.525 / -10.743

Mulliken population analysis, charges in e, atoms 1 to 2: Rh -0.34; Br -0.37

---

Below is a 5-piece molecular cluster, C23H60N4O8 overall in a non-equilibrium geometry, with properties calculated with ωB97M-V/def2-TZVPD.

ORCA input file:
```
! RIJCOSX wB97M-V def2-TZVPD def2/J DEFGRID3
* xyz 1 2
O 6.691 2.627 -5.676
O 0.734 5.053 -1.628
O 3.254 0.818 -3.265
O -0.332 -0.349 1.570
O -5.359 3.027 -0.075
O -1.189 -1.498 5.614
O -2.940 -6.791 5.910
O -0.776 -2.502 0.220
N -2.825 -2.816 -2.843
N -0.736 -4.527 5.530
N -2.035 3.855 -0.708
N 4.455 3.293 -3.925
C -0.810 -0.323 4.948
C -1.962 -3.811 5.398
C -1.668 -3.093 -0.769
C -1.557 -6.876 5.613
C -5.462 3.444 -1.433
C -0.197 4.256 -2.404
C 0.807 0.245 0.913
C -1.796 -2.475 4.747
C 3.981 3.003 -2.575
C -0.781 -5.746 6.325
C -1.001 3.235 -1.630
C -2.038 -2.186 -1.866
C 5.729 4.068 -3.893
C 7.586 1.947 -4.719
C 2.327 -0.162 -3.351
C 6.473 3.955 -5.250
C -0.258 -3.434 1.087
C 1.600 5.902 -2.203
C -2.747 -0.816 -1.483
C -2.870 2.883 0.054
C -3.862 -7.786 5.448
C -4.227 3.467 0.688
C 2.811 2.090 -2.757
H -2.490 -3.610 -0.275
H -0.983 -4.196 1.374
H -1.393 2.427 -2.247
H -1.489 4.378 -0.038
H 0.698 1.296 0.643
H 6.363 3.641 -3.116
H -4.208 4.548 0.826
H 1.687 0.201 1.555
H -2.321 2.480 0.905
H 5.514 5.121 -3.710
H -4.939 -7.683 5.575
H -3.618 -7.939 4.397
H -2.023 -0.385 -0.791
H 4.746 2.512 -1.974
H -4.616 3.046 -1.994
H 0.359 3.747 -3.191
H 7.396 4.534 -5.256
H 0.971 -0.293 -0.021
H -2.444 -3.584 6.349
H -0.190 2.924 -0.971
H 0.119 -3.005 2.016
H -2.653 -4.462 4.864
H -1.478 0.078 4.186
H 0.536 -3.949 0.546
H 7.985 1.009 -5.103
H 0.204 -6.206 6.404
H 2.850 -1.072 -3.644
H -3.538 -8.709 5.929
H 2.370 6.123 -1.464
H -1.345 -2.566 3.759
H -3.605 -3.400 -2.578
H -3.116 2.006 -0.544
H -0.428 0.443 5.622
H -0.659 -1.122 1.103
H -1.449 -6.908 4.529
H 0.045 -3.949 5.805
H -1.120 -5.524 7.336
H -6.353 3.129 -1.976
H 2.044 5.445 -3.087
H 3.704 3.844 -1.939
H -2.374 -3.291 -3.611
H 7.092 1.608 -3.808
H 1.936 -0.403 -2.363
H -2.737 -1.983 4.504
H -1.213 -7.859 5.936
H -0.891 4.906 -2.937
H 6.044 4.647 -5.975
H 4.614 2.378 -4.322
H -1.086 -1.875 -2.294
H -4.328 3.049 1.690
H 0.159 -0.488 4.477
H 2.213 1.972 -1.854
H 8.580 2.362 -4.551
H 2.145 2.293 -3.596
H 0.996 6.692 -2.649
H -3.729 -0.996 -1.046
H -5.275 4.518 -1.455
H 1.584 0.157 -4.083
H -1.065 -3.912 -1.158
H -2.821 -0.119 -2.318
*
```

LUMO level (spin up / spin down), eV: -2.54 / -7.85
Electronic energy, a.u.: -1732.63860
Strongest force on any atom, hartree/bohr: 0.120
Highest occupied orbital energy (spin up / spin down), eV: -9.960 / -9.960

Mulliken population analysis, charges in e, atoms 1 to 2: O -0.37; O -0.35